The following is a DFT calculation (ωB97M-V/def2-TZVPD) of a 2-piece molecular cluster, C3H12N3O overall.

Calculated values
Gap between HOMO and LUMO ... 9.9 eV
Calculated total energy ... -9814.5793 eV
Energy above the lowest of the compared OMol25 structures with the same formula, charge and spin ... 97.6 kcal per mole
E_HOMO ... -13.9132 eV
Charge ... +1

CARTESIAN COORDINATES (ANGSTROEM)
C  -1.65  1.20  -2.69
O  -1.71  -0.23  -2.10
H  -2.37  -0.76  -2.36
H  -2.69  1.37  -3.04
H  -0.88  1.07  -3.52
H  -1.42  1.93  -1.78
C  0.36  -2.03  1.09
C  0.97  0.23  0.95
N  0.58  1.57  0.51
N  1.07  -1.00  0.26
N  0.95  0.14  2.34
H  1.15  2.22  0.87
H  0.06  1.70  -0.29
H  0.74  -0.90  -0.79
H  0.81  1.09  2.71
H  1.51  -0.22  3.12
H  0.62  -2.99  0.69
H  -0.72  -1.94  1.14
H  0.64  -2.13  2.13

These are the Löwdin partial charges, in e, on atoms 1 to 2:
1. C -0.05
2. O -0.16